Entry from the Open Molecules 2025 dataset: a 3-piece molecular cluster, C6H14O2 overall (ωB97M-V with the def2-TZVPD basis set).

The total energy comes out at -10540.9452 eV. The value obtained for the energy above the lowest of the compared OMol25 structures with the same formula, charge and spin is 3.6714 eV. For the HOMO-LUMO gap, the calculation gives 0.3424 Ha. The calculation puts the lowest unoccupied orbital energy at 0.796 eV. The structure (SMILES) is C=C/C=C/CC.O.O.

Each line ends with the Löwdin charge.
Geometry (Å):
C: -1.929 -2.799 -0.964  -0.02
C: -0.750 -2.188 -1.007  -0.20
C: -0.535 -1.164 0.003  -0.20
C: 0.281 -0.097 0.019  -0.08
C: 0.211 1.034 1.191  -0.25
C: 0.314 2.402 0.652  -0.15
H: -2.115 -3.570 -1.716  0.05
H: -2.767 -2.420 -0.510  0.03
H: -0.009 -2.328 -1.886  0.14
H: -1.111 -1.263 1.024  0.15
H: 0.886 0.170 -0.895  0.11
H: -0.680 0.946 1.887  0.12
H: 0.864 0.733 1.965  0.08
H: -0.497 3.010 0.971  0.05
H: 0.322 2.614 -0.472  0.06
H: 1.237 2.968 1.020  0.10
O: 1.483 -3.045 2.052  -0.04
H: 2.347 -3.343 2.271  0.01
H: 0.980 -3.780 1.725  0.02
O: 0.901 4.286 -2.388  -0.09
H: -0.040 4.502 -2.464  0.03
H: 0.606 3.330 -2.478  0.05